Entry from the Open Molecules 2025 dataset: a 9-piece molecular cluster, C50H117N11O12 overall in a non-equilibrium geometry (wB97M-V/def2-TZVPD).

Geometry as XYZ:
```
190
Properties=species:S:1:pos:R:3
O 0.49191 -2.41964 -1.57441
C 0.89784 -1.05789 -1.14755
C 0.52648 -0.35943 0.24375
O 1.12202 -0.66916 1.48688
H 0.40475 -0.39877 -1.86206
H 1.97079 -0.93716 -1.29686
H -0.56068 -0.39554 0.31369
H 0.68496 0.71150 0.11696
C 9.81327 -7.50295 1.01089
C 9.58722 -6.49866 -0.10288
N 8.75919 -5.45230 0.32093
C 7.94297 -4.69288 -0.55239
C 7.42890 -3.66999 0.17023
N 7.80280 -3.75483 1.51614
C 8.66005 -4.88881 1.55264
C 7.60238 -2.84967 2.57469
H 8.88054 -7.89446 1.41688
H 10.43537 -7.06794 1.79311
H 10.41774 -8.34168 0.66557
H 9.15829 -6.84356 -1.04371
H 10.51783 -6.04075 -0.43813
H 7.78904 -4.89836 -1.60144
H 6.87315 -2.77667 -0.07381
H 9.22598 -5.12114 2.44267
H 8.27583 -2.94577 3.42636
H 6.59777 -3.08893 2.92345
H 7.56372 -1.85628 2.12772
C -2.91632 0.24822 -5.84202
C -2.03082 0.48969 -7.07874
N -2.03914 1.85799 -7.46665
C -1.33287 2.43937 -8.39045
C -1.59897 3.82439 -8.46784
N -2.69589 4.05571 -7.64288
C -2.90105 2.82823 -7.01880
C -3.43772 5.34586 -7.61690
H -3.96569 0.13107 -6.11258
H -2.92768 1.02419 -5.07660
H -2.58857 -0.67852 -5.37104
H -2.26585 -0.11357 -7.95564
H -1.00785 0.33558 -6.73542
H -0.66867 1.84021 -8.99564
H -1.08756 4.57145 -9.05669
H -3.59526 2.74097 -6.19610
H -4.49194 5.28074 -7.88609
H -2.96121 6.07672 -8.27027
H -3.35583 5.80377 -6.63114
C 3.85360 3.95736 -4.64772
C 3.45970 5.19441 -5.42110
N 3.96551 5.37252 -6.74481
C 4.60520 4.40046 -7.44372
C 4.77976 4.74039 -8.78800
N 4.17880 6.00477 -8.94944
C 3.64971 6.37433 -7.73025
C 3.96960 6.72337 -10.15227
H 3.39473 3.08999 -5.12229
H 3.56484 4.15633 -3.61567
H 4.91360 3.74797 -4.79144
H 3.84148 6.10105 -4.95168
H 2.39513 5.37228 -5.26892
H 4.89779 3.44937 -7.02395
H 5.10502 4.27709 -9.70776
H 2.98834 7.20204 -7.52078
H 3.51871 7.70719 -10.02234
H 3.23520 6.21066 -10.77348
H 4.83489 6.78423 -10.81232
C -0.54394 5.90140 7.62658
O 0.18868 5.10150 6.65690
C 1.32836 4.32887 7.05483
C 1.37155 2.89715 6.33554
N -0.05492 2.31480 5.98231
H -0.63658 3.00686 5.53194
H 0.06031 1.57751 5.30171
C -0.76008 1.66731 7.23547
C -2.31484 1.98074 7.13653
O -2.90748 1.54679 5.98770
C -2.86807 0.16479 5.63808
H -0.87247 6.87443 7.26139
H -0.03557 6.14922 8.55839
H -1.52023 5.42104 7.69130
H 1.18361 4.08001 8.10612
H 2.32965 4.69647 6.83034
H 2.07449 2.11128 6.61192
H 1.71317 3.22951 5.35527
H -0.33428 2.16952 8.10415
H -0.35076 0.65827 7.18628
H -2.57841 2.99813 7.42555
H -2.69863 1.41768 7.98728
H -2.06365 0.09973 4.90542
H -3.79251 -0.20214 5.19216
H -2.67256 -0.49558 6.48295
C -4.21101 10.60771 3.68810
O -3.01763 10.18899 2.96980
C -2.79348 10.75017 1.60053
C -1.46558 10.33860 0.94778
N -0.53150 9.65830 2.00848
H 0.07320 10.37822 2.37745
H -1.20076 9.38442 2.71359
C 0.24387 8.58487 1.28638
C -0.44678 7.29735 0.85641
O -1.77607 7.06771 1.22716
C -2.41301 5.80513 0.90685
H -5.09923 10.17625 3.22655
H -4.32658 11.68452 3.81143
H -4.00059 10.22552 4.68699
H -2.84789 11.83879 1.59420
H -3.68664 10.58675 0.99749
H -0.97571 11.27553 0.68263
H -1.67142 9.72296 0.07215
H 0.81196 8.25293 2.15540
H 0.84510 9.10954 0.54384
H 0.08301 6.45556 1.30229
H -0.45869 7.17021 -0.22608
H -3.50252 5.81053 0.87434
H -2.15218 5.24574 1.80527
H -2.05382 5.30759 0.00600
C 2.91251 -9.21203 -6.01066
O 2.39338 -8.01996 -5.42290
C 0.99940 -7.92309 -5.36280
C 0.41627 -6.85972 -6.33617
N 1.20849 -5.45703 -6.29926
H 0.65285 -4.83916 -6.87337
H 1.21746 -5.13687 -5.34138
C 2.63451 -5.42334 -6.85207
C 2.99898 -4.12007 -7.66964
O 1.82701 -3.85913 -8.44756
C 2.09812 -4.02177 -9.88309
H 2.66962 -10.23354 -5.71810
H 3.97857 -9.19894 -5.78381
H 2.82229 -9.10883 -7.09201
H 0.85949 -7.52315 -4.35852
H 0.37134 -8.79571 -5.54214
H -0.61630 -6.76050 -6.00143
H 0.39737 -6.99714 -7.41730
H 2.70684 -6.23269 -7.57856
H 3.32206 -5.69804 -6.05212
H 3.97793 -4.24208 -8.13317
H 3.09414 -3.20346 -7.08750
H 2.32659 -5.05375 -10.14940
H 3.03653 -3.65804 -10.30165
H 1.32258 -3.65154 -10.55360
C 2.78900 -9.71186 1.82232
O 2.14699 -8.63549 2.45672
C 2.57089 -7.41674 1.99262
C 2.10123 -6.36026 2.94605
N 0.82143 -5.67615 2.50760
H 0.73310 -4.87287 3.11343
H 0.88941 -5.07622 1.69794
C -0.47947 -6.42491 2.27015
C -1.10399 -7.14095 3.48415
O -0.96253 -6.32936 4.60965
C -1.42653 -6.95432 5.74961
H 2.13772 -10.57498 1.95999
H 3.67056 -10.10871 2.32577
H 2.93545 -9.49637 0.76393
H 2.35407 -7.08192 0.97824
H 3.65190 -7.28653 2.04322
H 2.63883 -5.42125 3.07778
H 1.90524 -6.79095 3.92799
H -0.34865 -7.13191 1.45092
H -1.22364 -5.71518 1.90875
H -0.68257 -8.13693 3.62036
H -2.12101 -7.42947 3.21860
H -2.39572 -7.43817 5.62865
H -1.58188 -6.30114 6.60829
H -0.77394 -7.78556 6.01658
C -7.13062 -0.28219 2.51926
O -7.22113 0.62725 3.53889
C -8.50189 1.10029 3.76631
C -8.67642 1.54702 5.20727
N -8.27537 0.35036 6.16642
H -8.63898 -0.50937 5.78074
H -7.27595 0.20471 6.17427
C -8.78181 0.49570 7.63156
C -8.64741 -0.84761 8.34725
O -7.31449 -0.90507 8.89761
C -6.84596 -2.14818 9.34631
H -7.72672 0.07513 1.67956
H -7.54909 -1.22336 2.87587
H -6.11663 -0.56558 2.23708
H -9.32924 0.46527 3.44957
H -8.72213 2.00247 3.19564
H -9.64596 1.90250 5.55620
H -7.96506 2.35484 5.37900
H -9.82243 0.77188 7.46148
H -8.18138 1.32476 8.00603
H -8.73546 -1.71434 7.69216
H -9.33542 -0.98471 9.18148
H -7.15106 -3.01937 8.76662
H -7.32963 -2.34931 10.30220
H -5.77733 -2.02060 9.51907
```

Output
Calculated total energy (eV): -94633.287
Net charge: +6
Orbital gap (eV): 2.087